[1]
{"formula": "C5H9ClINO3S", "method": "the ωB97M-V functional and the def2-TZVPD basis", "symbols": ["C", "C", "C", "C", "C", "N", "O", "O", "O", "S", "Cl", "I", "H", "H", "H", "H", "H", "H", "H", "H", "H"], "coordinates": [[-1.139, 0.704, -0.847], [-1.615, 1.475, -2.017], [-0.570, -2.210, 1.358], [0.289, -1.024, 1.340], [0.780, -0.565, -0.028], [-0.026, -0.086, -1.025], [-1.726, 0.753, 0.209], [0.958, 2.244, 1.290], [2.855, 0.734, 1.390], [1.717, 1.217, 0.686], [2.416, 2.085, -1.061], [2.522, -1.570, -0.519], [-1.979, 2.432, -1.603], [-0.721, 1.649, -2.704], [-2.422, 0.857, -2.447], [-0.004, -3.066, 1.334], [-1.047, -2.287, 2.271], [-1.399, -2.096, 0.731], [1.186, -1.038, 1.915], [-0.465, -0.294, 1.757], [0.389, 0.085, -2.032]], "total_charge": 0, "orbital_gap_ev": 9.3, "e_homo_ha": -0.3522, "max_force_ev_per_a": 4.4}

[2]
{"formula": "C5H9ClN2", "method": "the ωB97M-V functional and the def2-TZVPD basis", "symbols": ["C", "C", "C", "C", "N", "Cl", "C", "N", "H", "H", "H", "H", "H", "H", "H", "H", "H"], "coordinates": [[0.411, 0.648, -1.264], [0.163, 0.033, 0.183], [0.716, 0.986, 1.286], [0.642, -1.416, 0.352], [-1.287, -0.119, 0.283], [-2.264, 1.365, 0.341], [-1.782, -0.931, -0.704], [-2.255, -1.562, -1.539], [-0.280, 0.149, -1.911], [0.075, 1.675, -1.210], [1.430, 0.599, -1.549], [-0.013, 0.821, 2.164], [0.430, 2.105, 1.009], [1.704, 0.741, 1.355], [0.364, -2.067, -0.547], [1.741, -1.340, 0.498], [0.205, -1.690, 1.255]], "total_charge": 0, "orbital_gap_ev": 9.8, "e_homo_ha": -0.3636, "smiles": "CC(C)(C)N(Cl)C#N", "max_force_ev_per_a": 6.3}